(1)
2 unconnected molecules or ions with the total composition C4H16N3O in a non-equilibrium geometry. Source: the OMol25 dataset; level of theory: ωB97M-V with the def2-TZVPD basis set.

Structure (XYZ):
```
24
Properties=species:S:1:pos:R:3:nbo_charge:R:1
N 1.13 -0.61 -1.76 -0.73
C 0.22 -1.75 -1.28 -0.24
C 0.38 -1.95 0.21 -0.25
N 0.20 -0.67 1.05 -0.66
C -1.20 -0.26 1.24 -0.26
C -1.35 1.16 0.54 -0.22
N -0.80 2.29 1.41 -0.87
H 2.12 -0.93 -1.91 0.44
H 1.03 0.20 -1.04 0.51
H 0.84 -0.33 -2.67 0.43
H 0.66 -2.69 -1.78 0.24
H -0.83 -1.60 -1.48 0.23
H 1.45 -2.09 0.37 0.20
H -0.16 -2.92 0.48 0.22
H 0.72 -0.78 1.94 0.40
H -2.00 -0.91 0.95 0.21
H -1.35 -0.12 2.32 0.21
H -2.39 1.43 0.11 0.21
H -0.73 1.09 -0.37 0.15
H -1.51 2.97 1.55 0.38
H -0.52 1.83 2.29 0.36
H 0.79 2.19 -0.25 0.51
H 1.96 2.59 -1.01 0.50
O 1.36 1.87 -0.90 -0.97
```

## Properties
net charge: +1
calculated total energy: -401.23410 a.u.
Kohn-Sham gap: 9.83 eV
relative energy (zero: lowest compared OMol25 entry of this formula, charge and spin): 1.722 eV
lowest unoccupied orbital energy: -0.11054 hartree

(2)
CH2O2 in the gas phase in a non-equilibrium geometry. Source: the OMol25 dataset; level of theory: ωB97M-V with the def2-TZVPD basis set.

Structure (XYZ):
```
5
Properties=species:S:1:pos:R:3:nbo_charge:R:1
O 1.31 -0.34 -0.05 -0.57
C 0.30 0.27 -0.05 0.65
O -0.93 -0.15 -0.07 -0.68
H 0.32 1.39 0.06 0.10
H -1.00 -1.17 0.12 0.50
```

## Properties
SMILES: O=CO
calculated total energy: -189.78102 a.u.
Kohn-Sham gap: 11.59 eV
relative energy (zero: lowest compared OMol25 entry of this formula, charge and spin): 0.210 eV
lowest unoccupied orbital energy: 0.02535 hartree

(3)
C2H6N2 in the gas phase in a non-equilibrium geometry. Source: the OMol25 dataset; level of theory: ωB97M-V with the def2-TZVPD basis set.

Structure (XYZ):
```
10
Properties=species:S:1:pos:R:3:nbo_charge:R:1
H 2.22 -0.19 0.66 0.32
N 1.58 -0.29 -0.20 -0.71
C 0.38 0.00 0.06 0.44
C -0.66 -0.22 -1.08 -0.68
N -0.13 0.49 1.23 -0.83
H -0.99 -1.33 -1.16 0.23
H -1.61 0.37 -0.85 0.20
H -0.21 0.00 -2.11 0.25
H -1.08 0.65 1.43 0.39
H 0.49 0.52 2.03 0.38
```

## Properties
SMILES: [H]/N=C(/C)N
calculated total energy: -189.30399 a.u.
Kohn-Sham gap: 10.23 eV
relative energy (zero: lowest compared OMol25 entry of this formula, charge and spin): 0.696 eV
lowest unoccupied orbital energy: 0.03556 hartree

(4)
2 unconnected molecules or ions with the total composition C3H8NO2S in a non-equilibrium geometry. Source: the OMol25 dataset; level of theory: ωB97M-V with the def2-TZVPD basis set.

Structure (XYZ):
```
15
Properties=species:S:1:pos:R:3:nbo_charge:R:1
C -1.56 0.66 -1.02 0.06
C -0.91 1.64 -2.04 -0.75
C -0.99 0.72 0.23 -0.86
N 2.22 -1.54 1.56 -1.15
O -0.19 -2.21 2.03 -1.04
O 0.26 -1.70 -0.36 -1.01
S 0.71 -2.39 0.91 1.61
H -1.43 1.69 -2.94 0.20
H -0.74 2.60 -1.64 0.19
H 0.08 1.37 -2.15 0.22
H -0.28 -0.25 0.01 0.40
H -1.67 0.40 1.11 0.24
H -0.17 1.40 0.46 0.16
H 2.35 -1.86 2.49 0.36
H 2.32 -0.53 1.33 0.36
```

## Properties
net charge: -1
calculated total energy: -722.41011 a.u.
Kohn-Sham gap: 7.93 eV
relative energy (zero: lowest compared OMol25 entry of this formula, charge and spin): 6.040 eV
lowest unoccupied orbital energy: 0.14717 hartree

(5)
4 unconnected molecules or ions with the total composition C5H17NO2 in a non-equilibrium geometry. Source: the OMol25 dataset; level of theory: ωB97M-V with the def2-TZVPD basis set.

Structure (XYZ):
```
25
Properties=species:S:1:pos:R:3:nbo_charge:R:1
C 1.63 -2.33 -0.51 -0.56
C 0.82 -1.14 0.06 -0.60
C -0.65 -1.44 0.32 -0.41
C -1.59 -0.28 0.16 -0.28
N -1.51 0.55 1.40 -0.63
C -1.49 2.00 1.09 -0.41
H 2.66 -2.00 -0.57 0.23
H 1.56 -3.21 0.13 0.22
H 1.25 -2.56 -1.49 0.21
H 0.78 -0.42 -0.84 0.40
H 1.25 -0.91 1.05 0.28
H -0.76 -2.04 1.22 0.21
H -0.94 -2.13 -0.50 0.20
H -2.61 -0.61 -0.01 0.18
H -1.24 0.33 -0.69 0.27
H -2.40 0.46 1.85 0.36
H -2.21 2.26 0.31 0.17
H -0.50 2.36 0.83 0.20
H -1.84 2.53 1.98 0.19
H 0.72 0.64 0.33 0.47
H 0.19 0.96 -2.54 0.47
O 0.38 0.84 -1.61 -1.13
H 2.63 2.67 -0.85 0.48
H 1.57 1.52 -0.80 0.49
O 2.30 1.95 -0.30 -1.00
```

## Properties
calculated total energy: -405.69943 a.u.
Kohn-Sham gap: 7.80 eV
relative energy (zero: lowest compared OMol25 entry of this formula, charge and spin): 6.613 eV
lowest unoccupied orbital energy: -0.05250 hartree

(6)
A molecular structure, C21H34Al2BBr2Cl7F3O15S in a non-equilibrium geometry. Source: the OMol25 dataset; level of theory: ωB97M-V with the def2-TZVPD basis set.

Structure (XYZ):
```
86
Properties=species:S:1:pos:R:3:mulliken_charge:R:1
C 1.14 -0.79 -2.60 -0.68
C 1.49 0.48 -3.59 0.23
O 1.07 1.70 -2.88 -0.46
C 0.81 0.32 -5.11 -0.24
C -0.81 0.55 -4.89 0.64
C -1.68 -0.69 -4.79 -0.51
C -3.29 -0.36 -4.51 -0.02
O -4.30 -1.01 -5.10 -0.44
C -3.55 0.90 -3.44 0.27
B -4.71 0.79 -2.26 0.34
O -4.30 1.31 -0.91 -0.43
O -6.06 0.21 -2.42 -0.42
C -2.68 2.14 -3.55 -0.08
O -2.80 3.30 -2.66 -0.44
C -1.53 2.05 -4.75 0.76
O -1.24 3.09 -5.57 -0.52
H 2.01 -0.83 -1.78 0.00
H 0.15 -0.67 -1.99 0.27
H 1.14 -1.83 -3.13 0.14
H 2.67 0.54 -3.70 0.31
H 1.76 2.40 -3.09 0.28
H 0.98 -0.81 -5.43 0.47
H 1.29 1.09 -5.85 -0.06
H -1.27 -1.78 -4.89 0.44
H -3.31 1.08 -0.84 0.28
H -6.01 -0.68 -1.93 0.35
H -3.28 4.01 -3.20 0.39
C -1.18 -3.64 -2.58 0.84
O -1.08 -3.42 -3.81 -0.61
O -1.17 -4.94 -2.34 -0.40
O -1.28 -2.87 -1.61 -0.39
H -1.08 -5.14 -3.30 0.36
Al -0.26 3.05 -7.13 0.54
C 1.68 -2.52 2.37 0.73
F 2.02 -1.20 2.58 -0.20
F 1.85 -3.14 3.58 -0.18
F 0.33 -2.52 2.14 -0.18
S 2.66 -3.31 0.99 1.11
O 4.06 -3.22 1.40 -0.49
O 2.35 -2.52 -0.21 -0.39
O 2.17 -4.69 0.91 -0.47
Cl 0.34 -1.12 3.87 0.09
Al 2.14 2.75 -5.30 0.60
C -2.75 1.23 4.46 -0.33
O -3.07 0.52 5.65 -0.24
C -2.27 0.95 6.76 -0.32
C -3.06 1.88 7.69 -0.50
O -3.35 3.12 7.04 -0.30
C -4.70 3.19 6.58 -0.64
H -3.53 1.01 3.71 0.28
H -2.72 2.31 4.62 0.35
H -1.79 0.89 4.07 0.04
H -1.35 1.43 6.42 0.35
H -2.00 0.05 7.32 0.39
H -2.45 2.11 8.56 0.41
H -3.98 1.40 8.04 0.34
H -5.37 3.32 7.43 0.39
H -4.98 2.30 6.02 0.24
H -4.79 4.06 5.92 0.33
C -8.26 1.85 3.23 -1.20
C -7.11 2.11 4.18 -0.01
O -7.55 2.85 5.30 -0.52
H -8.70 2.80 2.89 0.31
H -7.93 1.29 2.36 0.32
H -9.06 1.30 3.73 0.36
H -6.32 2.69 3.68 0.25
H -6.67 1.17 4.53 0.21
H -8.24 2.33 5.74 0.31
Br 5.97 -2.95 -4.27 -0.06
C 6.68 -2.45 -2.53 -0.31
C 5.57 -2.17 -1.54 -0.39
Br 4.78 -0.42 -1.86 -0.06
H 7.35 -1.60 -2.68 0.11
H 7.27 -3.32 -2.21 0.36
H 5.97 -2.12 -0.52 0.28
H 4.76 -2.90 -1.58 0.39
C 9.94 -3.08 -0.28 0.33
Cl 10.69 -4.67 -0.56 -0.06
Cl 9.95 -2.15 -1.80 -0.12
Cl 8.26 -3.30 0.27 -0.09
Cl 10.87 -2.20 0.96 -0.08
C 9.36 1.35 -2.68 0.14
Cl 7.88 1.33 -3.64 -0.15
Cl 10.56 2.44 -3.39 -0.13
H 9.13 1.69 -1.67 0.30
H 9.78 0.34 -2.65 -0.11
```

## Properties
net charge: +3
calculated total energy: -11524.24637 a.u.
Kohn-Sham gap: 1.54 eV
lowest unoccupied orbital energy: -0.50165 hartree

(7)
A molecular structure, C24H42BrN6PPtSi. Source: the OMol25 dataset; level of theory: ωB97M-V with the def2-TZVPD basis set.

Structure (XYZ):
```
76
Properties=species:S:1:pos:R:3:mulliken_charge:R:1
Pt 1.78 -1.52 1.05 0.97
C 3.33 2.75 -1.89 -0.88
N 2.97 2.05 -0.65 0.29
C 2.76 2.68 0.55 -0.23
C 2.43 1.71 1.45 -1.09
N 2.47 0.51 0.82 -0.22
C 2.79 0.72 -0.46 0.26
P 3.24 -0.56 -1.70 -0.50
C 4.18 -1.58 -0.52 0.23
N 3.66 -1.99 0.62 -0.10
C 4.60 -2.72 1.30 -0.52
C 5.72 -2.74 0.53 -0.35
N 5.45 -2.02 -0.61 0.18
C 6.38 -1.78 -1.71 -0.78
C 1.82 -1.73 -1.80 0.06
N 1.31 -2.44 -0.79 -0.36
C 0.35 -3.27 -1.29 -0.82
C 0.30 -3.08 -2.64 -0.32
N 1.22 -2.12 -2.95 0.28
C 1.45 -1.60 -4.30 -0.86
H 4.15 3.43 -1.69 0.38
H 2.47 3.31 -2.25 0.31
H 3.63 2.02 -2.64 0.33
H 2.86 3.75 0.65 0.55
H 2.19 1.81 2.50 0.59
H 4.42 -3.17 2.26 0.46
H 6.68 -3.20 0.69 0.46
H 7.32 -2.27 -1.47 0.34
H 6.56 -0.72 -1.83 0.32
H 5.99 -2.21 -2.63 0.32
H -0.22 -3.93 -0.67 0.53
H -0.30 -3.56 -3.40 0.55
H 1.58 -2.44 -4.98 0.38
H 2.35 -0.99 -4.31 0.33
H 0.60 -1.00 -4.61 0.31
C -2.94 1.81 -1.27 -1.82
C -1.75 1.09 -0.62 3.01
C -1.24 0.01 -1.58 -1.94
C -0.60 2.11 -0.47 -2.39
Si -2.28 0.38 1.07 -0.51
Br -0.59 -1.24 1.72 -0.02
C -3.80 -0.78 1.01 2.16
C -3.78 -1.66 -0.25 -1.93
C -5.06 0.11 0.96 -1.75
C -3.92 -1.73 2.21 -1.73
C -2.23 1.61 2.53 2.31
C -2.78 0.96 3.82 -2.18
C -0.82 2.11 2.86 -1.78
C -3.11 2.83 2.20 -1.64
H -2.60 2.28 -2.20 0.53
H -3.35 2.60 -0.64 0.37
H -3.75 1.13 -1.53 0.40
H -1.01 0.49 -2.54 0.65
H -1.96 -0.78 -1.77 0.29
H -0.32 -0.45 -1.21 -0.19
H -0.29 2.43 -1.47 0.67
H 0.26 1.66 0.03 0.17
H -0.89 3.00 0.08 0.48
H -3.85 -1.09 -1.18 0.32
H -4.65 -2.33 -0.22 0.64
H -2.89 -2.29 -0.30 0.24
H -5.05 0.83 0.14 0.33
H -5.22 0.65 1.90 0.33
H -5.93 -0.54 0.81 0.55
H -3.13 -2.48 2.23 0.39
H -4.87 -2.26 2.12 0.54
H -3.93 -1.21 3.17 0.31
H -2.20 0.08 4.12 0.40
H -3.83 0.67 3.73 0.39
H -2.71 1.69 4.63 0.59
H -0.14 1.29 3.12 0.31
H -0.87 2.76 3.73 0.56
H -0.38 2.69 2.04 0.37
H -4.15 2.56 1.99 0.31
H -2.74 3.40 1.35 0.35
H -3.12 3.49 3.06 0.51
```

## Properties
net charge: +2
calculated total energy: -4591.98477 a.u.
Kohn-Sham gap: 8.06 eV
lowest unoccupied orbital energy: -0.23471 hartree

(8)
A molecular structure, C14H25BN6SiTi in a non-equilibrium geometry. Source: the OMol25 dataset; level of theory: ωB97M-V with the def2-TZVPD basis set.

Structure (XYZ):
```
48
Properties=species:S:1:pos:R:3:nbo_charge:R:1
H 0.45 3.04 0.41 0.25
N 0.13 1.52 -1.01 -0.46
B -0.28 0.12 -3.13 0.53
N 0.13 1.46 -2.39 -0.29
C 0.46 2.67 -2.88 0.10
Ti 0.05 -0.18 0.05 1.88
H 0.55 2.79 -3.95 0.27
C 0.64 3.55 -1.81 -0.29
H 0.93 4.59 -1.86 0.28
C 0.42 2.80 -0.64 0.04
H -0.22 0.31 -4.33 0.01
C -1.32 -1.68 0.98 -1.01
H -1.31 -1.83 2.05 0.31
H -0.55 -2.41 0.62 0.34
H -2.21 -2.12 0.57 0.32
N -1.78 -0.22 -2.82 -0.34
N 0.75 -1.02 -2.70 -0.29
N -2.07 -0.34 -1.50 -0.39
N 0.91 -1.32 -1.34 -0.46
C -2.92 -0.40 -3.58 0.03
C 1.61 -1.76 -3.43 0.11
H -2.84 -0.33 -4.65 0.25
H 1.65 -1.63 -4.51 0.27
C -3.97 -0.68 -2.70 -0.31
C 2.30 -2.62 -2.56 -0.29
C -3.39 -0.63 -1.41 -0.01
C 1.82 -2.34 -1.28 0.04
H -5.00 -0.92 -2.92 0.27
H 3.07 -3.34 -2.82 0.28
H -3.81 -0.82 -0.44 0.22
H 2.06 -2.75 -0.32 0.24
H -1.44 -0.58 1.19 0.25
C 2.21 -0.27 4.30 -1.06
Si 0.82 0.42 3.15 1.52
C -0.73 -0.43 3.86 -1.10
C 0.64 2.30 3.43 -1.10
C 1.57 -0.02 1.51 -1.27
H 2.01 -0.03 5.35 0.26
H 3.18 0.19 4.07 0.25
H 2.36 -1.36 4.27 0.25
H -0.83 0.07 4.84 0.29
H -1.65 -0.31 3.29 0.21
H -0.61 -1.51 4.02 0.25
H 1.57 2.82 3.15 0.26
H -0.17 2.73 2.83 0.23
H 0.44 2.58 4.47 0.29
H 2.09 -1.01 1.34 0.29
H 2.25 0.85 1.20 0.31
```

## Properties
net charge: +2
calculated total energy: -2040.25526 a.u.
Kohn-Sham gap: 6.35 eV
relative energy (zero: lowest compared OMol25 entry of this formula, charge and spin): 2.143 eV
lowest unoccupied orbital energy: -0.32863 hartree